ORCA calculation (ωB97M-V/def2-TZVPD) on a gas-phase ion, C7H7NO4 (charge -2).

Geometry as XYZ:
```
19
C7H7NO4 (ωB97M-V/def2-TZVPD)
C 0.17 0.45 -0.55
C -0.92 0.92 -1.26
C 1.45 1.14 -0.56
C 0.43 -1.90 0.69
C -2.13 -0.06 -0.76
C -1.54 -0.53 0.49
C 2.29 0.92 0.72
N -0.15 -0.65 0.36
O 1.90 1.83 -1.47
O -0.26 -2.71 1.30
O -1.02 1.87 -2.07
O 1.56 -2.13 0.32
H -3.17 0.48 -0.68
H -2.33 -0.75 -1.51
H -1.73 0.16 1.33
H -1.98 -1.51 0.85
H 1.92 1.52 1.43
H 3.39 1.14 0.48
H 2.12 -0.21 0.88
```

As for the energy above the lowest of the compared OMol25 structures with the same formula, charge and spin: 0.00 kcal per mole. The SMILES is CC(=O)C1=C([O-])CCN1C(=O)[O-]. The charge is -2. For the frontier orbital gap, the calculation gives 5.81 eV. As for the spin multiplicity: 1. The value obtained for the HOMO energy is 0.9 eV.

=====

ORCA calculation (ωB97M-V/def2-TZVPD) on a gas-phase ion, C7H14N3 (charge +1).

Geometry as XYZ:
```
24
C7H14N3 (ωB97M-V/def2-TZVPD)
C -0.83 1.16 0.78
C 0.06 1.92 0.00
C 0.38 -0.86 0.55
C -0.01 3.41 0.18
C 1.98 -1.65 -1.10
C -1.83 -0.85 1.40
C 0.73 -1.99 -0.30
N -0.61 -0.15 0.91
N 1.10 1.33 -0.55
N -0.41 -2.42 -1.12
H -1.64 1.60 1.34
H 1.00 3.71 0.42
H -0.31 3.90 -0.73
H -0.77 3.82 0.99
H 2.82 -1.77 -0.51
H 2.00 -2.33 -2.05
H 1.92 -0.61 -1.59
H -1.78 -1.93 1.33
H -2.05 -0.44 2.46
H -2.68 -0.64 0.81
H 1.03 -2.85 0.26
H 1.83 1.88 -0.84
H -0.55 -1.88 -1.96
H -1.36 -2.37 -0.69
```

As for the energy above the lowest of the compared OMol25 structures with the same formula, charge and spin: 145.32 kcal per mole. The charge is +1. For the frontier orbital gap (alpha / beta), the calculation gives 6.98 / 7.63 eV. As for the spin multiplicity: 1. The value obtained for the HOMO energy (alpha / beta) is -12.7 / -12.7 eV.

=====

ORCA calculation (ωB97M-V/def2-TZVPD) on a molecular structure, C21H39N6ReSSb.

Geometry as XYZ:
```
69
C21H39N6ReSSb (ωB97M-V/def2-TZVPD)
Re 1.04 -1.81 0.48
N 3.12 -1.35 0.02
N 3.52 -1.63 -1.33
C 2.59 -1.80 -2.25
N 2.87 -2.00 -3.50
S 0.88 -1.80 -1.72
H 3.30 -0.35 0.19
H 3.75 -1.87 0.63
H 4.52 -1.60 -1.53
H 3.82 -2.04 -3.87
H 2.13 -2.20 -4.16
C -3.05 -3.05 2.34
C -1.84 -2.62 1.68
N -0.87 -2.28 1.15
H -3.92 -2.58 1.88
H -3.01 -2.78 3.40
H -3.15 -4.13 2.25
N 4.01 -7.35 0.18
C 3.47 -6.60 0.85
C 2.79 -5.59 1.62
C 2.61 -5.68 3.00
C 1.95 -4.64 3.65
C 1.51 -3.56 2.93
N 1.68 -3.47 1.59
C 2.30 -4.48 0.95
H 2.97 -6.54 3.54
H 1.80 -4.67 4.72
H 1.02 -2.72 3.41
H 2.39 -4.41 -0.13
C -4.39 1.62 -2.75
C -4.47 2.41 -1.52
C -4.20 3.84 -1.57
C -5.03 1.81 -0.31
Sb -0.33 1.29 -0.36
C 0.88 2.31 -1.88
C 0.69 1.53 -3.18
C 2.35 2.41 -1.51
C 0.21 3.69 -1.98
C 0.08 2.05 1.66
C -0.62 1.08 2.61
C -0.61 3.42 1.70
C 1.55 2.17 2.01
H -5.42 1.69 -3.17
H -4.23 0.56 -2.58
H -3.73 2.04 -3.50
H -5.19 4.27 -1.85
H -3.52 4.14 -2.36
H -3.96 4.27 -0.60
H -6.12 1.99 -0.41
H -4.73 2.33 0.60
H -4.89 0.73 -0.26
H 1.22 0.58 -3.16
H 1.12 2.12 -4.00
H -0.36 1.35 -3.42
H 2.81 1.42 -1.38
H 2.53 3.00 -0.62
H 2.89 2.90 -2.33
H -0.75 3.64 -2.49
H 0.86 4.34 -2.57
H 0.08 4.19 -1.02
H -1.70 1.02 2.44
H -0.47 1.41 3.64
H -0.20 0.07 2.53
H -1.69 3.35 1.50
H -0.17 4.14 1.03
H -0.51 3.83 2.71
H 2.07 1.21 1.95
H 1.65 2.52 3.04
H 2.08 2.89 1.38
```

Its expectation value of S² is 0.947. The charge is +4. For the frontier orbital gap (alpha / beta), the calculation gives 5.95 / 6.23 eV. As for the spin multiplicity: 2. The value obtained for the HOMO energy (alpha / beta) is -19.1 / -19.1 eV.

=====

ORCA calculation (ωB97M-V/def2-TZVPD) on a molecular structure, C62H49CdN6OP2S3.

Geometry as XYZ:
```
124
C62H49CdN6OP2S3 (ωB97M-V/def2-TZVPD)
Cd -0.16 -1.55 0.00
O 0.29 0.84 2.79
C 0.53 0.23 4.00
C 1.53 0.64 4.87
C 1.67 -0.01 6.09
C 0.83 -1.06 6.44
C -0.12 -1.48 5.53
C -0.28 -0.86 4.30
P -1.33 -1.55 2.97
C -3.03 -1.14 3.51
C -3.29 -0.21 4.52
C -4.59 0.22 4.77
C -5.65 -0.28 4.02
C -5.40 -1.20 3.02
C -4.10 -1.62 2.76
C -1.18 -3.33 3.35
C -2.23 -4.17 3.72
C -2.00 -5.53 3.92
C -0.73 -6.06 3.74
C 0.32 -5.22 3.37
C 0.09 -3.87 3.18
C 0.84 2.06 2.50
C 0.74 3.12 3.39
C 1.29 4.34 3.07
C 1.94 4.52 1.86
C 1.99 3.48 0.95
C 1.42 2.23 1.24
P 1.30 0.94 -0.07
C 3.04 0.45 -0.30
C 3.33 -0.41 -1.36
C 4.60 -0.91 -1.54
C 5.62 -0.55 -0.66
C 5.34 0.30 0.39
C 4.06 0.81 0.57
C 1.00 2.11 -1.46
C -0.21 2.80 -1.43
C -0.50 3.80 -2.34
C 0.42 4.10 -3.34
C 1.61 3.39 -3.42
C 1.90 2.41 -2.48
H 2.21 1.44 4.60
H 2.46 0.30 6.76
H 0.94 -1.56 7.39
H -0.75 -2.34 5.76
H -2.48 0.19 5.11
H -4.77 0.95 5.55
H -6.66 0.06 4.22
H -6.21 -1.59 2.42
H -3.92 -2.30 1.93
H -3.22 -3.77 3.88
H -2.82 -6.17 4.21
H -0.56 -7.12 3.88
H 1.32 -5.61 3.21
H 0.90 -3.22 2.87
H 0.22 2.97 4.33
H 1.21 5.17 3.77
H 2.39 5.47 1.60
H 2.45 3.63 -0.01
H 2.53 -0.72 -2.03
H 4.80 -1.59 -2.36
H 6.61 -0.96 -0.78
H 6.12 0.57 1.09
H 3.86 1.45 1.41
H -0.92 2.59 -0.63
H -1.42 4.36 -2.26
H 0.20 4.88 -4.06
H 2.32 3.61 -4.21
H 2.85 1.89 -2.53
C 1.45 -4.50 -0.61
C 2.50 -4.12 0.40
C 3.49 -5.06 0.66
C 4.49 -4.88 1.60
C 4.46 -3.69 2.33
C 3.50 -2.73 2.12
C 3.49 -1.51 3.02
C 2.46 -2.86 1.11
N 1.59 -1.87 0.99
H 0.84 -5.34 -0.26
H 1.89 -4.81 -1.56
H 0.76 -3.68 -0.82
H 3.46 -5.99 0.09
H 5.25 -5.64 1.77
H 5.21 -3.52 3.10
H 4.50 -1.17 3.24
H 2.99 -1.72 3.97
H 2.93 -0.71 2.54
S -3.22 4.09 0.74
C -3.17 2.62 -0.02
S -2.69 1.19 0.85
C -2.86 0.23 -0.59
N -3.25 0.91 -1.62
N -3.46 2.24 -1.29
C -3.95 3.04 -2.37
C -4.38 2.38 -3.53
C -4.86 3.11 -4.60
C -4.92 4.50 -4.55
C -4.50 5.14 -3.39
C -4.03 4.42 -2.30
S -2.57 -1.48 -0.66
H -4.33 1.30 -3.58
H -5.18 2.59 -5.49
H -5.29 5.06 -5.40
H -4.55 6.22 -3.33
H -3.72 4.94 -1.41
N -1.73 3.80 -9.29
C -1.41 3.04 -8.48
C -1.01 2.10 -7.47
C -1.40 2.29 -6.15
C -1.01 1.39 -5.18
C -0.25 0.28 -5.53
C 0.13 0.08 -6.85
C -0.24 0.99 -7.82
N 0.14 -0.64 -4.53
C 1.18 -1.55 -4.59
C 1.16 -2.22 -3.41
N 0.14 -1.74 -2.62
C -0.45 -0.81 -3.31
H -1.98 3.16 -5.87
H -1.28 1.58 -4.15
H 0.71 -0.79 -7.13
H 0.05 0.84 -8.85
H 1.83 -1.63 -5.44
H 1.83 -2.98 -3.06
H -1.32 -0.27 -2.99
```

As for the energy above the lowest of the compared OMol25 structures with the same formula, charge and spin: 0.00 kcal per mole. The charge is -1. For the frontier orbital gap, the calculation gives 4.29 eV. As for the spin multiplicity: 1. The value obtained for the HOMO energy is -2.6 eV.

=====

ORCA calculation (ωB97M-V/def2-TZVPD) on a molecular structure, C26H24Br4N4O4PdS.

Geometry as XYZ:
```
64
C26H24Br4N4O4PdS (ωB97M-V/def2-TZVPD)
Pd -0.72 -0.94 -0.03
C 3.72 -3.75 -6.38
C 2.70 -3.40 -5.33
C 2.97 -2.44 -4.36
C 2.04 -2.13 -3.38
C 0.82 -2.80 -3.39
C 0.52 -3.76 -4.34
C 1.47 -4.05 -5.31
S -0.37 -2.44 -2.17
O -0.71 -0.98 -2.22
O -1.44 -3.37 -2.27
N 0.38 -2.39 -0.72
C 0.42 -3.49 0.18
C 0.88 -4.74 -0.10
C 0.97 -5.71 0.92
C 0.62 -5.41 2.21
C 0.14 -4.12 2.53
C -0.26 -3.72 3.82
C -0.74 -2.45 4.03
C -0.85 -1.57 2.94
N -0.49 -1.92 1.73
C 0.02 -3.17 1.50
H 4.57 -3.07 -6.35
H 3.28 -3.71 -7.37
H 4.09 -4.76 -6.23
H 3.93 -1.94 -4.36
H 2.26 -1.41 -2.61
H -0.43 -4.27 -4.32
H 1.25 -4.80 -6.06
H 1.19 -4.99 -1.11
H 1.32 -6.70 0.68
H 0.70 -6.15 2.99
H -0.18 -4.42 4.65
H -1.05 -2.12 5.01
H -1.24 -0.57 3.07
Br -7.95 0.80 1.21
C -6.10 0.69 1.05
C -5.31 1.96 1.03
Br -6.22 3.56 1.20
C -3.96 1.97 0.88
Br -2.95 3.55 0.85
C -3.23 0.73 0.74
O -2.02 0.69 0.55
C -4.03 -0.59 0.85
O -3.41 -1.62 0.85
C -5.49 -0.50 0.97
Br -6.38 -2.13 1.01
N 0.72 4.32 -1.62
C 1.52 3.86 -0.42
C 0.91 2.58 0.12
N 0.75 1.54 -0.88
C 0.05 2.00 -2.06
C 0.64 3.26 -2.68
H 1.12 5.18 -2.00
H -0.23 4.56 -1.31
H 1.52 4.67 0.31
H 2.54 3.71 -0.78
H -0.08 2.80 0.54
H 1.53 2.22 0.94
H 1.63 1.09 -1.10
H -1.00 2.19 -1.79
H 0.03 1.20 -2.81
H 0.03 3.65 -3.49
H 1.66 3.10 -3.04
```

As for the energy above the lowest of the compared OMol25 structures with the same formula, charge and spin: 6.03 kcal per mole. The charge is +2. For the frontier orbital gap, the calculation gives 5.59 eV. As for the spin multiplicity: 1. The value obtained for the HOMO energy is -13.0 eV.

=====

ORCA calculation (ωB97M-V/def2-TZVPD) on a molecular structure, C27H37ClN8OPtS5.

Geometry as XYZ:
```
80
C27H37ClN8OPtS5 (ωB97M-V/def2-TZVPD)
Pt -0.32 -0.27 -0.16
N -1.85 -1.28 3.66
C -0.53 -0.96 3.65
N 0.15 -0.73 2.57
C 1.47 -0.53 2.83
C 1.83 -0.56 4.13
S 0.43 -0.90 5.10
C 2.33 -0.34 1.66
C 3.68 -0.30 1.71
S 4.34 -0.08 0.14
C 2.75 -0.06 -0.52
N 1.79 -0.23 0.38
N 2.56 0.08 -1.84
H -2.31 -1.22 2.76
H -2.41 -1.08 4.47
H 2.79 -0.40 4.58
H 4.31 -0.38 2.58
H 3.34 0.40 -2.39
H 1.63 0.34 -2.16
S -0.98 3.76 -2.29
C -0.63 2.36 -1.53
S -0.44 0.79 -2.32
S -0.36 2.11 0.17
C 1.57 -3.06 -0.85
C 0.15 -3.28 -0.33
C -0.59 -4.23 -1.29
C 0.22 -3.95 1.06
N -0.72 -2.12 -0.21
H 2.07 -4.02 -1.00
H 2.17 -2.48 -0.16
H 1.54 -2.54 -1.81
H -0.04 -5.16 -1.40
H -0.69 -3.76 -2.27
H -1.59 -4.44 -0.91
H 0.75 -4.90 0.98
H -0.79 -4.13 1.44
H 0.75 -3.32 1.77
C -7.23 2.98 3.65
C -6.98 1.57 3.11
C -8.21 1.14 2.29
C -6.90 0.63 4.32
C -5.64 1.50 2.29
O -4.54 1.37 3.21
C -5.34 2.76 1.45
C -6.21 3.11 0.24
C -5.95 2.25 -0.97
C -6.94 1.45 -1.52
C -6.69 0.65 -2.63
C -5.43 0.68 -3.20
Cl -5.08 -0.35 -4.56
C -4.42 1.49 -2.69
C -4.69 2.27 -1.58
C -5.63 0.20 1.49
N -4.43 -0.07 0.72
C -3.18 0.37 0.84
N -2.45 -0.14 -0.14
C -3.31 -0.94 -0.82
N -4.52 -0.91 -0.34
H -8.08 2.96 4.33
H -7.46 3.69 2.85
H -6.38 3.37 4.21
H -9.11 1.37 2.86
H -8.21 0.06 2.10
H -8.29 1.65 1.34
H -7.87 0.61 4.82
H -6.16 0.95 5.05
H -6.67 -0.40 4.04
H -4.46 2.19 3.71
H -4.30 2.69 1.10
H -5.34 3.60 2.14
H -5.98 4.15 -0.02
H -7.27 3.10 0.49
H -7.93 1.43 -1.07
H -7.45 0.01 -3.04
H -3.44 1.51 -3.15
H -3.90 2.91 -1.20
H -6.43 0.19 0.76
H -5.78 -0.64 2.17
H -2.84 1.07 1.58
H -3.02 -1.51 -1.68
```

As for the energy above the lowest of the compared OMol25 structures with the same formula, charge and spin: 52.07 kcal per mole. The charge is 0. For the frontier orbital gap, the calculation gives 6.47 eV. As for the spin multiplicity: 1. The value obtained for the HOMO energy is -6.9 eV.

=====

Question: What is the formula in the fifth record?
Answer: C26H24Br4N4O4PdS

=====

Question: spin multiplicity of number 2 (C7H14N3)?
Answer: 1

=====

Question: Look up the spin multiplicity of the sixth one.
Answer: 1